<i>
A 3-piece molecular cluster, C4H12O3 overall, computed with ωB97M-V with the def2-TZVPD basis set.

frontier orbital gap = 10.60 eV
LUMO = 0.7 eV
E_HOMO = -9.917 eV
SMILES = CCCC=O.O.O

```
! wB97M-V def2-TZVPD RIJCOSX def2/J DEFGRID3
* xyz 0 1
O -0.07094 2.46381 0.68653
O 1.89406 1.60000 4.69188
O 0.15358 0.24480 -6.20293
C -1.02346 -0.77832 0.44878
C -0.20445 1.62992 -0.16669
C 0.11582 0.14710 0.00195
C -0.53795 -1.99230 1.27308
H 0.79629 0.14314 0.85952
H -1.67894 -0.19131 1.11446
H 1.26922 2.26416 4.38139
H -1.75701 -1.19114 -0.25659
H 1.96806 0.99312 3.93998
H -1.38582 -2.63507 1.47152
H 0.41732 0.31571 -7.12919
H 0.09414 -0.72767 -6.07468
H -0.69474 1.93696 -1.10972
H 0.31831 -2.38853 0.70692
H -0.27170 -1.66128 2.28880
H 0.59821 -0.17310 -0.92500
*
```

=====

<ii>
A 4-piece molecular cluster, C4H12O3 overall, computed with ωB97M-V with the def2-TZVPD basis set.

frontier orbital gap = 8.74 eV
LUMO = 0.3 eV
E_HOMO = -8.482 eV
SMILES = C=CC=C.O.O.O

```
! wB97M-V def2-TZVPD RIJCOSX def2/J DEFGRID3
* xyz 0 1
O -4.76252 4.28622 1.01224
O -2.73908 -0.58355 -0.91485
O -2.02810 2.99591 -4.33681
C 3.10622 -0.39380 1.21399
C 2.92232 -2.75389 1.84932
C 3.27181 -1.68941 0.87625
C 2.95175 -4.06756 1.54657
H 4.17634 -1.88072 0.28719
H 3.69671 0.32884 0.66426
H -1.46822 3.46666 -4.95466
H -4.86487 3.96965 1.91399
H -1.53549 2.88128 -3.51856
H -3.81139 4.35376 0.91342
H -2.07144 0.01112 -0.59276
H 2.92052 -2.44497 2.88940
H 2.36090 -0.21854 1.99473
H 3.76541 -4.66354 1.14656
H 2.23344 -4.71637 2.04611
H -2.36196 -1.12414 -1.60837
*
```

=====

Best to worst by energy: <i>, <ii>.

=====

<i>
A 3-piece molecular cluster, C4H12O3 overall, computed with ωB97M-V with the def2-TZVPD basis set.

frontier orbital gap = 9.04 eV
LUMO = 0.6 eV
E_HOMO = -8.446 eV
SMILES = C/C=C(/C)O.O.O

```
! wB97M-V def2-TZVPD RIJCOSX def2/J DEFGRID3
* xyz 0 1
O -0.57747 1.83734 -1.49881
O 1.36050 2.63371 0.30591
O 0.79075 0.05439 0.25867
C -1.00930 -0.44764 1.81871
C -0.67043 -1.72924 -0.14577
C 0.26530 -2.54140 -1.00934
C -0.25642 -0.72120 0.57088
H -2.02520 -0.00338 1.52141
H -0.29833 -3.06658 -1.83100
H -0.62386 1.48241 -2.43119
H 0.88748 0.72000 0.99542
H 1.19554 -1.96578 -1.30997
H 1.25071 3.15376 -0.45048
H 0.53315 -3.51706 -0.50555
H -0.46512 0.20270 2.49023
H -0.69744 0.85582 -1.15970
H -1.69243 -2.14090 -0.04733
H -1.16586 -1.38383 2.50517
H 0.53632 2.09618 0.28998
*
```

=====

<ii>
A 3-piece molecular cluster, C4H12O3 overall, computed with ωB97M-V with the def2-TZVPD basis set.

frontier orbital gap = 9.77 eV
LUMO = 0.6 eV
E_HOMO = -9.165 eV
SMILES = C/C=C/CO.O.O

```
! wB97M-V def2-TZVPD RIJCOSX def2/J DEFGRID3
* xyz 0 1
O -1.18878 -1.64393 0.99420
O 2.35539 -5.84577 -2.70030
O -2.24081 1.68065 1.46318
C -0.53819 1.79200 -0.16299
C 1.71985 2.26672 0.21993
C -1.99145 1.37886 0.15200
C 0.45553 1.72150 0.72145
H -0.41901 2.32058 -0.99464
H 0.46060 1.21059 1.61414
H -2.90822 1.74060 -0.29592
H 2.40819 1.49794 -0.08867
H -1.95171 1.02290 2.15653
H 1.54358 2.98112 -0.57496
H 3.30163 -5.59684 -2.62414
H -1.42953 -2.53607 0.73132
H 1.88414 -6.01963 -1.97994
H -1.55179 -1.09110 0.30195
H 2.15077 2.78441 1.07716
H -2.06018 0.33545 -0.01029
*
```

=====

Best to worst by energy: <i>, <ii>.

=====

<i>
One molecule with the formula C3H5PS, computed with ωB97M-V with the def2-TZVPD basis set.

frontier orbital gap = 8.61 eV
LUMO = 0.3 eV
E_HOMO = -8.257 eV
SMILES = C1=PSCC1

```
! wB97M-V def2-TZVPD RIJCOSX def2/J DEFGRID3
* xyz 0 1
S 0.46181 -0.67449 -1.87264
P 1.89527 0.47701 -0.85263
C -0.53327 0.33326 0.46741
C 0.94664 0.69660 0.53701
C -0.59420 -0.89404 -0.40671
H -0.07450 -1.69814 0.10195
H -0.90260 0.46018 1.47389
H -1.60970 -1.04498 -0.84076
H -0.90020 1.18059 -0.10194
H 1.31075 1.16401 1.49441
*
```

=====

<ii>
A 2-piece molecular cluster, C3H5PS overall, computed with ωB97M-V with the def2-TZVPD basis set.

frontier orbital gap (alpha / beta) = 6.64 / 6.02 eV
LUMO (alpha / beta) = -1.4 / -1.5 eV
E_HOMO (alpha / beta) = -7.990 / -7.512 eV

```
! wB97M-V def2-TZVPD RIJCOSX def2/J DEFGRID3
* xyz 0 1
S -3.87567 0.62509 -0.04049
P -2.65172 -0.82067 0.25067
C 1.13696 -0.67207 -0.12540
C -0.10077 0.00969 -0.55713
C 0.72683 0.65994 0.45563
H 0.53715 0.59053 1.56665
H 1.40116 1.59305 0.30209
H -0.28839 0.28086 -1.50989
H 1.08378 -1.53277 0.42958
H 2.03067 -0.73364 -0.77169
*
```

=====

Best to worst by energy: <i>, <ii>.

=====

<i>
A 2-piece molecular cluster, C4H14N3 overall, computed with ωB97M-V with the def2-TZVPD basis set.

frontier orbital gap = 7.25 eV
LUMO = -5.4 eV
E_HOMO = -12.602 eV

```
! wB97M-V def2-TZVPD RIJCOSX def2/J DEFGRID3
* xyz 1 1
N 1.56420 -1.49728 1.37683
N -0.14512 1.34227 -2.10332
N -1.21346 0.96850 0.15050
C -1.16054 1.75540 -1.11906
C 1.06336 -0.13053 1.55433
C -1.70460 -0.40853 -0.09393
C 1.79353 -2.06578 0.22621
H 2.37456 -2.97783 0.20342
H -2.74937 -0.44337 -0.49686
H -1.08777 -1.02187 -0.73776
H 0.71861 1.32248 -1.57264
H 0.20398 -0.05878 2.16580
H -1.74762 -0.88706 0.89634
H -0.86576 2.75548 -0.77222
H 0.90546 0.29572 0.56612
H 1.42929 -1.58583 -0.68869
H 1.92903 0.36769 1.99762
H -0.36227 0.41424 -2.37931
H 1.86408 -2.00712 2.23612
H -1.84165 1.46830 0.81123
H -2.16036 1.76024 -1.60252
*
```

=====

<ii>
A 2-piece molecular cluster, C4H14N3 overall, computed with ωB97M-V with the def2-TZVPD basis set.

frontier orbital gap = 11.21 eV
LUMO = -3.1 eV
E_HOMO = -14.282 eV

```
! wB97M-V def2-TZVPD RIJCOSX def2/J DEFGRID3
* xyz 1 1
N 0.77627 -0.68862 -1.50070
N -0.44442 1.24071 -0.86793
N 1.70084 1.02113 -0.25270
C -0.72824 -0.80543 2.20833
C -1.32946 0.03911 3.30416
C -0.26482 -1.23117 -2.37837
C 0.64100 0.52112 -0.95948
H 0.18455 -1.36241 -3.36283
H 1.56793 1.42873 0.65719
H -1.45833 -0.59881 4.18303
H -0.63169 -2.18965 -2.01105
H 2.67657 1.02103 -0.48954
H -1.30730 1.06726 -1.36734
H -2.39492 0.27945 3.22767
H -0.45974 2.14312 -0.44631
H -0.77465 0.86704 3.74526
H -1.15914 -0.64349 -2.52294
H -0.63150 -0.39958 1.19437
H 1.71766 -0.87200 -1.76434
H -1.38447 -1.67038 2.09209
H 0.27091 -1.15609 2.46954
*
```

=====

Best to worst by energy: <ii>, <i>.

=====

<i>
A 2-piece molecular cluster, C4H14N3 overall, computed with ωB97M-V with the def2-TZVPD basis set.

frontier orbital gap = 11.47 eV
LUMO = -3.3 eV
E_HOMO = -14.797 eV

```
! wB97M-V def2-TZVPD RIJCOSX def2/J DEFGRID3
* xyz 1 1
N 0.04241 0.82609 -1.60791
N -0.91019 1.53177 0.33198
N -1.70486 -0.38586 -0.52602
C 1.14834 1.78331 -1.64515
C 1.01658 -1.44388 2.34012
C 1.00386 -2.63621 1.39018
C -0.86284 0.69347 -0.68290
H 0.51856 -2.53864 0.41530
H -2.51089 -0.60768 -1.10676
H 0.08209 -1.22125 2.86391
H -1.30124 -1.22487 -0.13077
H 0.02291 0.19205 -2.39214
H 1.62920 -1.78388 3.17728
H 1.74744 1.62684 -0.74507
H 1.76350 1.65592 -2.52268
H 0.45756 -3.49269 1.79630
H 1.34119 -0.51881 1.86672
H -0.25311 2.25036 0.61152
H -1.57683 1.34379 1.05777
H 2.02855 -2.97998 1.26384
H 0.80963 2.81923 -1.59448
*
```

=====

<ii>
A 2-piece molecular cluster, C4H14N3 overall, computed with ωB97M-V with the def2-TZVPD basis set.

frontier orbital gap = 10.36 eV
LUMO = -3.1 eV
E_HOMO = -13.418 eV

```
! wB97M-V def2-TZVPD RIJCOSX def2/J DEFGRID3
* xyz 1 1
N 0.19231 0.78893 -0.17692
N -1.57263 0.09024 -2.33068
N -3.38442 1.42855 -1.73747
C 1.79082 0.07054 1.58654
C 2.45885 -1.13799 2.25822
C 0.84609 -0.38148 0.50191
C -2.85034 0.28364 -1.77034
H -1.47103 0.74219 -3.10388
H -0.55933 0.49975 -0.85933
H 3.10934 -0.85909 3.08051
H 0.81509 1.43852 -0.65878
H 1.74814 -1.88644 2.60897
H 0.03180 -0.95032 0.95854
H 2.56807 0.74502 1.20666
H 3.07302 -1.64100 1.50798
H 1.27260 0.61573 2.37856
H -4.39682 1.32442 -1.70296
H -3.27080 -0.63796 -1.35951
H -1.44506 -0.84491 -2.69585
H -0.24685 1.33680 0.56696
H 1.29115 -1.02515 -0.25912
*
```

=====

Best to worst by energy: <i>, <ii>.

=====

<i>
An isolated ion of composition C4H14N3 and charge +1, computed with ωB97M-V with the def2-TZVPD basis set.

frontier orbital gap = 11.44 eV
LUMO = -2.8 eV
E_HOMO = -14.228 eV
SMILES = C[NH+](C)C(C)(N)N

```
! wB97M-V def2-TZVPD RIJCOSX def2/J DEFGRID3
* xyz 1 1
N -0.15484 -0.76155 -0.12848
N 0.51924 0.98983 -1.60436
N -0.63614 1.44773 0.57785
C 0.43260 0.68158 -0.26480
C -0.40074 -1.12625 1.23580
C 1.84459 0.79161 0.34305
C -1.30824 -0.97322 -1.00654
H -0.35238 -2.19319 1.42954
H -0.85305 2.31580 0.34349
H -0.39461 1.47531 1.52379
H -0.39836 1.39313 -1.86947
H 0.24545 -0.60998 1.87456
H 1.17075 1.78172 -1.89759
H -1.16177 -0.58738 -1.99347
H 2.46628 0.11118 -0.15913
H 1.96144 0.61458 1.40584
H 0.64487 -1.23867 -0.56214
H -1.35185 -2.02257 -1.18152
H -2.30549 -0.50206 -0.59578
H -1.33580 -0.70635 1.43456
H 2.19227 1.87956 0.31729
*
```

=====

<ii>
A 2-piece molecular cluster, C4H14N3 overall, computed with ωB97M-V with the def2-TZVPD basis set.

frontier orbital gap = 11.93 eV
LUMO = -3.0 eV
E_HOMO = -14.919 eV

```
! wB97M-V def2-TZVPD RIJCOSX def2/J DEFGRID3
* xyz 1 1
N -0.32987 -1.52341 -0.21019
N -0.81491 0.10510 -1.77918
N 1.19257 -0.95306 -1.86838
C 1.61200 0.37283 1.87038
C -0.01157 -0.79968 -1.26918
C -2.09575 0.50963 -1.21724
C 0.23898 1.05567 1.99517
H 1.54670 -0.35325 1.05938
H 1.94384 -1.40803 -1.36859
H -1.96050 1.45247 -0.67111
H -2.54899 -0.13554 -0.49787
H 1.90463 -0.09960 2.80256
H 1.28786 -1.17810 -2.85123
H 2.36925 1.12619 1.67502
H -0.38988 0.77732 -2.39206
H 0.04778 1.81100 1.23632
H -0.60059 0.37443 2.14838
H -1.01301 -1.09397 0.39273
H -2.77260 0.75643 -2.03242
H 0.14673 -2.36803 0.02092
H 0.24734 1.57161 2.95659
*
```

=====

<iii>
A 2-piece molecular cluster, C4H14N3 overall, computed with ωB97M-V with the def2-TZVPD basis set.

frontier orbital gap = 10.07 eV
LUMO = -3.1 eV
E_HOMO = -13.125 eV

```
! wB97M-V def2-TZVPD RIJCOSX def2/J DEFGRID3
* xyz 1 1
N -1.15365 -0.66460 -0.53509
N -1.95109 1.88789 2.08601
N 1.56544 -0.97512 -0.11175
C -1.16783 0.84188 1.44973
C 2.95732 -0.95822 -2.13260
C -1.76730 0.57803 0.08285
C 2.11106 -0.37437 -1.30263
H 3.42410 -0.34395 -2.88851
H 1.94617 -1.90637 0.02815
H -0.12914 1.15668 1.36035
H -1.61679 1.38363 -0.62844
H 3.24358 -2.00010 -2.09531
H -2.75111 1.48381 2.56083
H 1.88486 -0.43266 0.68737
H -0.10234 -0.73446 -0.26875
H 1.74293 0.62019 -1.52386
H -1.63085 -1.49929 -0.20190
H -2.83540 0.38228 0.15533
H -1.19052 -0.64868 -1.55225
H -1.18214 -0.10753 2.00825
H -1.39730 2.31097 2.82222
*
```

=====

Best to worst by energy: <ii>, <iii>, <i>.